The following is a DFT calculation (ωB97M-V/def2-TZVPD) of C29H78N6O12PSn2 as an isolated structure in a non-equilibrium geometry.

XYZ file:
```
128
Properties=species:S:1:pos:R:3:mulliken_charge:R:1
Sn -2.015 -3.229 0.726 1.368
Sn 1.385 1.556 1.646 0.849
P -0.754 -0.075 -0.265 -0.859
O -1.348 0.616 1.000 -0.806
O -0.085 1.006 -1.097 1.195
O -1.949 -0.812 -0.968 -0.935
O 0.231 -1.057 0.286 0.208
C 1.259 -4.659 -3.021 -1.456
C 1.332 -3.303 -2.278 0.410
C 0.938 -2.127 -3.132 -0.152
O 0.547 -3.242 -1.121 0.255
H 1.296 -5.534 -2.372 0.353
H 2.092 -4.763 -3.716 0.409
H 0.311 -4.707 -3.558 0.244
H 2.376 -3.163 -2.000 0.340
H 1.654 -2.038 -3.948 0.620
H 0.959 -1.211 -2.542 -1.028
H -0.008 -2.126 -3.674 0.078
H 0.544 -2.329 -0.822 -0.638
C 3.831 -1.220 0.293 -0.453
O 3.593 0.163 0.046 -0.308
C 3.282 0.424 -1.345 0.453
C 3.284 1.976 -1.668 -1.339
N 2.105 2.622 -1.141 1.391
C 2.137 4.055 -1.289 -0.652
C 2.920 4.753 -0.187 -1.087
O 2.209 4.520 1.031 0.285
C 2.642 5.306 2.119 -0.916
H 4.675 -1.541 -0.319 0.433
H 2.927 -1.811 0.147 -0.126
H 4.190 -1.470 1.291 0.228
H 2.351 -0.015 -1.705 -0.520
H 4.047 -0.069 -1.945 0.710
H 3.375 2.131 -2.743 0.407
H 4.180 2.380 -1.198 0.416
H 1.216 2.182 -1.331 -0.840
H 1.101 4.391 -1.324 -0.017
H 2.568 4.356 -2.244 0.537
H 3.057 5.803 -0.448 0.563
H 3.905 4.380 0.092 0.480
H 2.660 6.351 1.810 0.335
H 3.680 5.185 2.430 0.356
H 2.053 5.167 3.025 0.121
C -3.216 -2.249 -4.919 -1.482
C -3.616 -2.899 -3.546 0.317
C -2.468 -3.941 -3.103 0.613
O -2.734 -4.647 -1.872 -0.171
C -3.906 -5.449 -1.883 -0.813
N -3.944 -1.936 -2.529 -0.451
H -3.024 -2.896 -5.775 0.421
H -2.386 -1.543 -4.886 0.068
H -4.069 -1.667 -5.268 0.407
H -4.549 -3.442 -3.698 0.515
H -1.565 -3.336 -3.015 -1.105
H -2.240 -4.685 -3.867 0.594
H -3.749 -6.342 -2.487 0.278
H -4.753 -4.973 -2.378 0.345
H -4.262 -5.646 -0.871 0.294
H -4.246 -2.389 -1.679 0.326
H -3.128 -1.523 -2.099 0.162
C -1.519 3.676 -4.102 -1.590
C -1.518 2.168 -3.916 0.338
C -0.216 1.462 -4.302 0.648
O 0.032 1.651 -5.725 -0.491
C 1.172 0.870 -6.158 -0.550
N -2.002 1.814 -2.593 0.107
H -1.371 4.007 -5.130 0.429
H -0.767 4.115 -3.446 0.170
H -2.493 3.993 -3.728 0.439
H -2.300 1.776 -4.566 0.609
H -0.295 0.377 -4.243 -0.225
H 0.634 1.732 -3.675 -0.063
H 1.438 1.310 -7.120 0.298
H 0.921 -0.189 -6.105 0.236
H 1.990 1.187 -5.511 0.219
H -1.152 1.612 -2.085 -0.744
H -2.322 0.856 -2.626 0.341
C -2.628 -1.946 5.220 -1.594
C -1.983 -0.704 4.554 0.218
C -0.709 -0.231 5.244 0.543
O -0.954 0.217 6.631 -0.450
C 0.146 0.867 7.263 -0.576
N -1.817 -1.090 3.168 0.113
H -3.636 -2.164 4.868 0.468
H -2.799 -1.778 6.284 0.398
H -1.953 -2.799 5.141 0.250
H -2.720 0.099 4.554 0.445
H -0.211 0.604 4.751 0.088
H 0.047 -1.008 5.358 -0.284
H -0.192 1.285 8.210 0.277
H 0.563 1.649 6.629 0.163
H 0.975 0.192 7.477 0.290
H -1.763 -0.230 2.641 -0.401
H -2.759 -1.374 2.938 0.426
C 2.603 -2.356 4.633 -1.781
C 2.061 -2.554 3.248 0.557
C 1.053 -3.730 3.219 -0.749
O 0.725 -4.064 1.909 0.066
C 1.521 -5.174 1.404 -0.880
N 1.412 -1.357 2.697 0.699
H 3.137 -3.193 5.083 0.425
H 1.789 -2.111 5.316 0.264
H 3.320 -1.541 4.532 0.370
H 2.872 -2.852 2.583 0.328
H 0.117 -3.496 3.727 -0.137
H 1.338 -4.630 3.764 0.538
H 1.380 -5.432 0.354 0.083
H 1.118 -6.077 1.862 0.399
H 2.559 -5.146 1.736 0.379
H 1.141 -1.524 1.738 -0.307
H 0.527 -1.285 3.179 -0.123
C -1.511 5.445 -0.536 -1.402
C -1.114 4.290 0.449 2.621
C -1.093 4.677 1.947 -1.711
O -0.409 3.668 2.703 0.192
C -0.472 3.755 4.128 -0.630
N -2.031 3.196 0.207 -0.433
H -2.486 5.849 -0.265 0.405
H -1.726 5.090 -1.544 0.195
H -0.723 6.197 -0.571 0.337
H -0.106 3.983 0.169 -1.168
H -2.087 4.760 2.388 0.616
H -0.605 5.630 2.149 0.439
H 0.020 4.665 4.472 0.362
H -0.060 2.847 4.568 -0.103
H -1.533 3.784 4.374 0.339
H -1.907 3.036 -0.782 0.262
H -1.568 2.384 0.590 -0.222
```

As for the multiplicity: 2. The calculation puts the largest force on an atom at 4.21 eV Å⁻¹. As for the net charge: +2. The value obtained for the total energy is -85780.481 eV. The frontier orbital gap (spin up / spin down) is 6.3 / 4.4 eV.



The following is a DFT calculation (ωB97M-V/def2-TZVPD) of C29H80AsF6N6O9 as an isolated structure in a non-equilibrium geometry.

XYZ file:
```
131
Properties=species:S:1:pos:R:3:mulliken_charge:R:1
As -1.543 -0.074 -0.084 2.175
F -2.450 -1.467 -0.771 -0.630
F -3.012 0.753 0.382 -0.491
F -0.563 1.273 0.527 -0.629
F 0.009 -0.873 -0.324 -0.315
F -1.467 0.660 -1.701 -0.666
F -1.562 -0.830 1.477 -0.436
C 2.094 2.223 -3.817 -1.706
C 2.834 1.030 -3.176 1.373
C 4.333 1.241 -3.274 -1.007
O 5.026 0.110 -2.805 -0.107
C 6.407 0.161 -3.223 -0.873
N 2.339 1.036 -1.767 0.079
H 1.024 2.012 -3.913 0.400
H 2.531 2.417 -4.800 0.486
H 2.051 3.148 -3.239 0.270
H 2.578 0.141 -3.765 -0.500
H 4.629 2.157 -2.752 0.267
H 4.498 1.357 -4.357 0.386
H 6.900 -0.686 -2.746 0.223
H 6.892 1.075 -2.885 0.271
H 6.314 -0.077 -4.285 0.385
H 2.499 0.085 -1.441 -0.152
H 1.338 1.161 -1.890 0.018
C -3.593 -3.347 -2.935 -1.693
C -2.166 -3.786 -3.098 0.720
C -1.320 -2.814 -3.927 -0.599
O 0.002 -3.233 -4.163 -0.405
C 0.736 -2.285 -4.878 -0.668
N -1.605 -4.094 -1.792 -0.761
H -4.138 -3.446 -3.883 0.439
H -3.726 -2.265 -2.812 0.272
H -4.195 -3.779 -2.141 0.410
H -2.110 -4.697 -3.708 0.352
H -1.398 -1.768 -3.591 0.013
H -1.794 -2.761 -4.929 0.499
H 0.814 -1.311 -4.381 0.142
H 0.339 -2.088 -5.882 0.419
H 1.742 -2.687 -5.010 0.209
H -0.606 -4.269 -1.881 0.414
H -1.622 -3.251 -1.222 0.152
C -3.014 3.184 -2.624 -1.400
C -3.033 4.454 -1.786 0.945
C -2.123 5.549 -2.274 -0.592
O -2.358 6.713 -1.498 -0.363
C -1.681 7.848 -1.942 -0.800
N -4.429 4.847 -1.606 -0.794
H -3.649 2.420 -2.191 0.352
H -1.995 2.805 -2.759 0.176
H -3.251 3.295 -3.692 0.413
H -2.794 4.169 -0.752 -0.062
H -2.361 5.650 -3.343 0.507
H -1.068 5.316 -2.092 0.170
H -1.912 8.724 -1.336 0.273
H -1.876 8.132 -2.982 0.321
H -0.596 7.696 -1.854 0.278
H -4.467 5.652 -0.986 0.278
H -4.814 5.196 -2.486 0.283
C 3.805 -2.714 -0.864 -1.640
C 3.051 -3.005 -2.148 1.661
C 3.434 -4.321 -2.846 -1.001
O 4.783 -4.176 -3.248 -0.240
C 5.369 -5.337 -3.825 -0.884
N 1.652 -3.134 -1.748 0.110
H 3.567 -1.756 -0.398 0.381
H 4.888 -2.791 -0.988 0.353
H 3.546 -3.417 -0.066 0.314
H 3.214 -2.183 -2.861 -0.486
H 2.795 -4.451 -3.726 0.301
H 3.308 -5.144 -2.134 0.433
H 5.505 -6.030 -2.984 0.351
H 6.346 -5.016 -4.173 0.215
H 4.745 -5.834 -4.571 0.296
H 1.392 -2.328 -1.185 -0.308
H 0.960 -3.172 -2.502 0.351
C 3.628 4.308 0.461 -1.309
C 2.523 3.798 1.357 0.297
C 1.176 4.357 0.890 0.175
O 0.974 5.669 1.439 -0.439
C -0.356 6.090 1.441 -0.352
N 2.484 2.346 1.213 -0.527
H 3.733 3.815 -0.509 0.080
H 4.606 4.134 0.920 0.383
H 3.476 5.377 0.289 0.345
H 2.769 4.086 2.379 0.356
H 0.303 3.749 1.149 0.172
H 1.171 4.413 -0.207 -0.019
H -0.920 5.581 2.242 0.203
H -0.935 5.826 0.545 0.028
H -0.379 7.166 1.615 0.311
H 1.859 1.839 1.827 0.356
H 2.218 2.087 0.267 0.061
C -5.171 -1.738 7.095 -1.324
C -3.769 -2.322 6.858 0.658
C -2.968 -1.539 5.832 -0.686
O -3.649 -1.264 4.630 -0.310
C -3.498 -2.298 3.668 -0.613
N -3.071 -2.479 8.151 -0.759
H -5.731 -1.949 6.181 0.276
H -5.084 -0.649 7.112 0.294
H -5.676 -2.138 7.969 0.412
H -3.973 -3.320 6.436 0.193
H -1.933 -1.886 5.746 0.311
H -2.829 -0.553 6.296 0.357
H -4.017 -2.020 2.755 0.266
H -3.822 -3.282 4.018 0.330
H -2.435 -2.362 3.408 0.048
H -3.723 -2.942 8.770 0.286
H -2.306 -3.131 7.996 0.260
C 0.700 -3.386 1.582 -0.467
C 0.559 -3.940 2.981 0.709
C -0.167 -5.293 3.018 -1.410
O 1.786 -4.069 3.689 -0.584
H 1.236 -4.109 0.961 0.249
H 1.152 -2.398 1.574 0.226
H -0.299 -3.324 1.144 -0.039
H -0.081 -3.272 3.563 -0.208
H -0.333 -5.580 4.065 0.397
H 0.517 -6.117 2.772 0.371
H -1.123 -5.437 2.518 0.346
H 2.253 -4.819 3.304 0.370
C -2.134 1.523 3.440 0.494
C -0.979 2.229 4.182 0.117
O -1.395 3.531 4.572 -0.584
O -3.310 1.595 4.220 -0.662
H -1.827 0.507 3.192 -0.137
H -2.374 1.926 2.456 -0.020
H -0.106 2.271 3.523 -0.091
H -0.733 1.605 5.050 0.274
H -0.593 4.057 4.639 0.320
H -3.424 0.736 4.644 0.272
```

The calculation puts the largest force on an atom at 2.40 eV Å⁻¹. As for the net charge: -1. The value obtained for the total energy is -135884.228 eV. The frontier orbital gap is 8.7 eV.